24
Properties=species:S:1:pos:R:3:forces:R:3 method="wB97M-V/def2-TZVPD" max_force_ev_per_a=9.18 total_charge=+3
Lu -0.0192 0.1102 -0.3609 -0.15 -0.17 0.56
O -1.4896 2.5855 1.3803 2.32 -3.96 -2.71
O 1.4922 -2.4669 -1.8965 -2.42 4.11 2.36
O -2.8679 -1.6950 -0.1696 4.56 2.93 -0.31
O 2.9707 1.5976 0.0689 -4.56 -2.18 -0.80
N -0.1749 -1.8976 4.9378 0.67 0.40 -1.78
N -0.4077 -0.9669 2.8097 3.38 -1.52 0.16
N 0.5066 -0.9464 1.7271 -0.81 0.29 0.10
N 1.6069 -2.0860 3.3791 -2.84 1.88 -1.54
N 0.3151 -1.6390 3.7142 -0.76 -0.05 0.88
C -0.3063 2.7517 -4.8132 0.26 -0.19 0.52
C -0.9889 1.7339 0.7857 -3.96 6.73 4.62
C -1.9014 -1.0686 -0.2437 -7.49 -4.77 0.48
C 0.9678 -1.5739 -1.3887 4.11 -7.04 -4.22
C 1.6266 -1.6064 2.1307 0.40 -0.15 -0.02
C -1.4770 2.0918 -4.8609 0.01 -0.34 0.52
C 1.9447 1.1076 -0.1139 7.73 3.84 1.19
H -1.0871 -1.5821 5.1747 -0.74 0.38 -0.11
H 0.6160 2.3191 -5.2405 -0.63 0.38 0.10
H -0.2206 3.7371 -4.3216 -0.09 -0.54 -0.50
H -2.3931 2.5137 -4.4110 0.53 -0.19 -0.47
H 0.3692 -2.4007 5.6046 0.78 -0.40 0.13
H 2.4739 -1.7138 1.4379 -0.27 -0.16 0.73
H -1.5561 1.0952 -5.3300 -0.01 0.72 0.12

***

122
Properties=species:S:1:pos:R:3:forces:R:3 method="wB97M-V/def2-TZVPD" max_force_ev_per_a=7.91 total_charge=0
I 3.0003 -4.3355 1.6323 -0.13 -0.57 -0.91
I 3.0158 -6.6401 -3.7977 0.09 0.02 -0.07
I 3.1847 -2.3913 4.2257 0.20 0.90 0.72
P 3.1886 5.6017 -2.4414 2.40 -2.73 7.03
P -5.6524 -0.6964 1.7468 -4.62 0.81 -2.04
O -2.1112 -3.7404 3.8771 -0.34 -0.12 -0.51
O -1.2994 -5.2715 5.2821 0.54 -0.36 0.09
O 2.3987 4.3793 -2.8302 -1.03 1.82 -3.63
O -5.1220 -2.0359 1.4004 2.54 0.61 1.43
N 2.8077 -1.5042 -4.0689 -0.42 -0.04 0.10
N 2.5156 5.6010 -0.7879 0.11 -0.05 0.51
N -6.2407 -0.1531 0.1894 -0.37 -0.15 0.23
N 1.4180 0.6545 0.2860 -0.11 0.00 -0.01
N -5.1707 0.8539 2.3039 2.61 -1.28 0.54
N 3.7408 7.2650 -2.1347 -1.32 1.16 -3.50
N 1.4420 0.0107 -2.8797 -0.17 -1.17 0.36
N 5.1358 -1.1371 1.0877 0.06 0.05 -0.21
N -6.9132 -1.0205 2.8343 -0.22 -0.37 -0.45
N 3.5798 0.6718 -3.7816 -0.31 -0.25 0.32
N 4.7612 4.9431 -2.6015 -0.15 -0.53 -0.14
C 4.1554 7.6862 -0.8125 0.02 -0.22 0.45
C -3.6112 -5.4083 4.7845 -0.04 0.11 0.20
C 0.2698 -3.8196 -0.7679 -0.95 -0.02 -0.10
C -5.8819 2.0356 1.8601 -0.38 0.14 -0.07
C 4.0723 -3.0971 -1.4093 -0.20 -0.26 -0.24
C 2.8058 -0.4333 -3.1064 0.63 1.74 -0.71
C -8.1949 -0.3661 2.9799 -0.01 0.35 0.22
C 2.8272 8.2674 -2.7018 -0.02 -0.09 -0.11
C 2.2399 -1.4232 2.5261 0.05 -1.25 0.69
C 4.4128 -1.4150 0.2384 -0.24 -0.11 0.36
C -1.1948 -3.9587 2.7682 0.10 0.22 0.30
C 5.2099 4.8647 -3.9828 -0.23 0.12 -0.20
C 3.4319 -1.8001 -0.8127 0.84 0.14 0.34
C 2.0289 -1.8876 -0.0787 -0.60 0.88 -0.06
C 4.1134 -4.9788 -3.0177 -0.32 0.13 0.31
C 0.9256 -0.8990 3.1078 0.43 0.80 -0.14
C 1.9820 -2.4726 1.3824 -0.03 0.48 0.20
C -2.2302 -4.8312 4.6787 -0.04 0.17 0.29
C 0.8297 -2.3931 -0.9587 0.22 -1.10 -0.12
C -1.2772 -3.8364 -0.9274 0.13 -0.49 0.10
C 1.6578 -0.4580 0.1313 0.37 0.06 -0.09
C -5.4534 -0.7100 -0.9111 0.22 -0.03 0.02
C -6.4351 -1.5760 4.0914 0.36 -0.04 0.08
C -7.6530 -0.2276 -0.1555 -0.12 0.14 0.04
C 1.0873 5.2850 -0.7633 -0.02 -0.02 -0.20
C -2.0332 -4.1527 0.3671 -0.39 0.70 -0.61
C 3.2142 -4.1688 -2.0797 0.53 -0.53 -0.32
C -3.7156 1.0623 2.2024 0.08 -0.13 0.01
C 5.8646 4.9954 -1.6707 0.19 0.48 0.07
C -1.7316 -3.2071 1.5485 -0.26 -0.65 0.24
C 3.6150 -0.6029 -1.8072 -0.26 -0.37 -0.27
C 3.1726 4.8582 0.2784 0.14 0.00 -0.07
H 3.6253 -2.0897 -4.0341 -0.01 -0.05 -0.05
H -2.6780 -2.7709 1.8695 0.03 0.15 -0.05
H 1.9456 -2.0250 -4.1062 0.09 -0.20 0.21
H -5.5167 2.8767 2.4533 0.04 -0.06 0.06
H -1.5453 -4.6300 -1.6293 0.00 0.09 -0.13
H -3.1810 0.2170 2.6404 -0.04 -0.01 -0.02
H 4.4475 -4.3896 -3.8674 0.11 -0.10 -0.05
H 3.0283 0.8634 -4.6137 0.26 0.04 -0.18
H 0.6381 -4.5024 -1.5297 0.39 0.08 0.09
H 5.5484 4.8468 -0.6435 -0.09 0.08 -0.04
H -3.3845 1.1703 1.1605 0.02 0.10 0.03
H 1.8790 8.3219 -2.1483 0.02 0.09 0.03
H 1.1043 -2.3110 -2.0048 0.07 0.31 0.02
H -5.6520 -2.3138 3.9099 0.01 0.05 -0.05
H -0.1875 -3.6694 3.0734 -0.03 0.07 0.06
H 2.3816 -3.8081 -2.6748 -0.07 0.20 0.18
H -1.1638 -5.0352 2.5967 0.05 0.00 -0.17
H 0.5635 5.7768 -1.5838 0.00 -0.02 0.00
H 0.8866 4.2103 -0.8371 -0.05 0.00 -0.02
H 4.6521 -0.6606 -2.1377 0.01 -0.11 0.01
H 4.9364 7.0521 -0.4032 -0.07 -0.08 -0.03
H 0.9669 0.1285 -3.7649 0.03 0.26 -0.01
H -3.4187 1.9552 2.7531 -0.08 0.03 0.00
H 6.0241 4.1448 -4.0761 0.01 -0.01 0.08
H -3.5217 -6.3899 5.2398 -0.06 -0.04 -0.02
H -8.2392 0.5171 0.3816 0.05 0.00 -0.02
H 3.2885 9.2560 -2.6933 0.04 -0.01 0.05
H 2.5970 8.0246 -3.7427 0.00 -0.01 0.01
H 4.9584 -5.3895 -2.4719 0.10 -0.05 -0.16
H -6.9522 1.9647 2.0498 -0.01 -0.15 -0.08
H 4.1010 5.3342 0.5943 0.04 -0.03 -0.06
H 3.3305 7.7393 -0.0968 -0.01 -0.02 -0.05
H 1.4254 0.8612 -2.3344 -0.10 0.08 -0.09
H 4.4010 4.5174 -4.6292 -0.03 0.01 0.04
H 2.8554 -4.8772 -1.3356 -0.32 0.23 0.08
H 3.5713 0.3487 -1.2770 -0.23 -0.08 0.16
H 4.8362 -2.7852 -2.1274 -0.10 0.30 0.00
H -6.0306 -0.8005 4.7578 -0.08 -0.02 0.04
H -8.1486 0.5474 3.5922 -0.01 -0.01 -0.02
H 6.5454 4.1697 -1.8924 -0.03 0.00 -0.13
H -1.8821 -5.2047 0.6141 0.16 0.04 0.19
H -8.8858 -1.0534 3.4745 0.09 -0.04 0.08
H 2.9516 -0.6467 2.2828 -0.08 0.02 -0.24
H -5.7453 -1.7359 -1.1630 0.04 -0.01 0.02
H 0.4185 -1.6462 3.7119 -0.15 -0.08 -0.20
H 6.4472 5.9276 -1.7353 0.00 -0.02 0.02
H -5.7247 2.2581 0.8005 -0.01 -0.08 0.01
H -3.0953 -4.0490 0.1295 -0.04 -0.16 0.07
H 0.9437 -2.7440 1.5463 0.03 -0.22 -0.19
H -1.0904 -2.3777 1.2459 0.11 -0.05 0.03
H 4.5912 8.6829 -0.9229 0.01 -0.02 -0.18
H 5.5603 5.8372 -4.3611 0.09 -0.05 0.00
H 1.1738 -0.0659 3.7666 -0.09 -0.03 0.10
H -7.2471 -2.0884 4.6091 -0.07 0.05 -0.06
H 3.3793 3.8121 0.0104 0.00 -0.02 0.07
H -4.1932 -4.7782 5.4597 -0.10 0.05 -0.11
H 0.2863 -0.4763 2.3321 -0.14 -0.22 -0.03
H -5.5831 -0.0810 -1.7948 -0.08 0.04 0.03
H -4.3916 -0.7182 -0.6679 -0.01 -0.02 0.01
H 0.6574 5.6569 0.1702 0.08 0.01 0.04
H 2.5337 4.8582 1.1639 -0.11 -0.04 -0.07
H -8.0862 -1.2219 0.0184 -0.04 0.03 -0.03
H 3.4452 1.4965 -3.1965 0.25 0.14 -0.12
H -4.1175 -5.4653 3.8240 0.01 0.11 -0.04
H 0.4797 -4.2905 0.1920 0.27 0.16 0.03
H -0.0038 -1.7049 -0.8423 0.11 0.14 0.19
H -8.6520 -0.1284 2.0291 0.09 0.06 0.04
H -1.6462 -2.9090 -1.3725 0.06 0.08 0.08
H 4.6465 -3.5968 -0.6315 -0.11 -0.02 0.08
H -7.7784 0.0166 -1.2119 0.11 -0.08 -0.03

***

For the records above, the corresponding gap between HOMO and LUMO values read 0.100; 0.275 Eh.